Entry 1:
41
Properties=species:S:1:pos:R:3:forces:R:3 method="wB97M-V/def2-TZVPD" smiles="NC(N)=O.OCCO.OCCO.OCCO.O" orbital_gap_ev=10.200
N 0.580791 -2.529880 -1.601891 0.332 0.292 0.519
C 0.248584 -3.431098 -0.617449 -1.640 -0.867 0.012
N -0.623626 -2.890599 0.339235 0.993 0.588 -0.539
O 0.486740 -4.627542 -0.638462 0.338 0.631 -0.221
H 0.817863 -2.784205 -2.540041 0.231 -0.454 0.139
H 0.429469 -1.557716 -1.421409 -0.202 0.185 -0.090
H -0.561595 -1.882550 0.474769 -0.331 -0.411 0.119
H -0.869923 -3.481636 1.111213 0.262 -0.067 0.093
O 2.304605 0.446132 3.335490 -0.021 -0.123 -0.163
C 2.129117 -0.982343 3.317723 -0.009 1.195 0.142
C 3.170446 -1.655829 2.444541 0.447 -0.147 0.712
O 4.474992 -1.471881 3.010655 -0.263 0.025 0.198
H 3.089282 0.625981 3.863707 0.072 0.040 -0.180
H 2.180769 -1.259379 4.378431 -0.039 -0.769 -0.278
H 1.111317 -1.132243 2.949801 0.096 -0.282 0.033
H 3.238174 -1.188077 1.463109 -0.303 -0.113 -0.025
H 2.966264 -2.729377 2.368509 -0.169 0.087 -0.268
H 4.449480 -1.876037 3.887081 0.214 -0.015 -0.113
O -4.790042 2.204019 -2.601510 0.065 -0.010 0.112
C -3.381080 2.187767 -2.766768 0.134 -0.791 -0.513
C -2.870144 0.747886 -2.803223 -0.540 -1.173 0.756
O -1.455298 0.642636 -2.740582 -0.020 0.253 -0.389
H -5.169620 1.731969 -3.350293 -0.087 0.080 0.040
H -3.117867 2.678312 -3.708316 0.227 0.222 0.143
H -2.915479 2.691947 -1.923032 -0.145 0.170 -0.002
H -3.288409 0.138070 -3.617758 0.325 0.628 -0.633
H -3.299644 0.165099 -1.974977 0.006 0.593 0.406
H -1.253571 0.094545 -1.975862 0.185 0.204 0.139
O -0.631216 0.051226 0.043777 -0.100 0.923 0.640
C 0.408479 0.864446 0.678997 0.034 -1.201 0.596
C -0.148041 1.744520 1.802576 0.680 0.150 -1.778
O -0.910288 2.793360 1.235813 -0.988 0.024 0.334
H -1.420390 0.299001 0.548115 -0.221 -0.215 -0.521
H 1.050268 0.121202 1.157476 0.445 0.324 -0.216
H 0.942211 1.403614 -0.101396 0.015 0.153 0.080
H 0.679809 2.151803 2.381510 -0.048 -0.350 0.287
H -0.799641 1.092266 2.387781 -0.071 0.423 0.356
H -0.354695 3.401951 0.743214 0.235 -0.095 0.057
O 1.239966 2.729859 -3.111545 -0.010 -0.044 0.150
H 0.383145 2.479530 -2.745251 -0.065 -0.108 -0.154
H 1.478805 1.993263 -3.683771 -0.062 0.046 0.019

Entry 2:
13
Properties=species:S:1:pos:R:3:forces:R:3 method="wB97M-V/def2-TZVPD" total_charge=-1 smiles=CNCC[S-] orbital_gap_ev=6.366
C -0.425046 1.753555 1.564790 0.820 0.361 0.449
N -0.351736 0.319752 1.690099 -0.693 0.535 -0.241
C -0.817614 -0.521357 0.601026 -0.388 -1.043 0.465
C 0.204762 -1.215255 -0.286828 0.342 1.332 -2.039
S 0.689558 -0.165559 -1.805413 -0.084 0.066 0.613
H -0.133645 2.123850 0.586251 -0.439 -0.078 -0.484
H 0.339676 2.200753 2.196269 0.177 0.002 0.399
H -1.364600 2.213324 1.926457 0.005 -0.376 -0.426
H 0.433998 -0.040542 2.197201 0.228 0.056 -0.248
H -1.446175 -1.272775 1.108725 0.032 -0.351 -0.253
H -1.508575 -0.023856 -0.090121 0.251 0.478 0.381
H -0.267283 -2.029101 -0.845593 0.236 -0.442 0.900
H 1.189271 -1.413160 0.142390 -0.486 -0.541 0.483

Entry 3:
10
Properties=species:S:1:pos:R:3:forces:R:3 method="wB97M-V/def2-TZVPD" s2=2.009 multiplicity=3 orbital_gap_ev="8.551 / 7.920"
C 0.927338 -0.662428 -0.045728 -0.761 1.408 0.277
C -1.319660 0.307529 -0.053400 0.088 -0.761 -0.032
N 1.347477 0.707751 -0.139973 5.191 2.076 -2.971
N -0.149938 -0.048019 0.669156 -4.200 -2.815 2.598
H 0.703863 -1.098462 -1.025170 -0.090 0.128 -0.012
H 1.527633 -1.336475 0.566635 -0.049 0.074 0.189
H -1.587569 1.345803 0.152927 0.009 -0.014 0.096
H -1.243759 0.148918 -1.134305 -0.001 0.007 -0.037
H -2.113704 -0.336933 0.344539 -0.353 0.171 -0.168
H 1.908318 0.972315 0.665315 0.166 -0.275 0.060

Entry 4:
14
Properties=species:S:1:pos:R:3:forces:R:3 method="wB97M-V/def2-TZVPD" total_charge=-1 orbital_gap_ev=6.991
C 0.580045 0.398838 -0.393893 0.653 -0.420 -1.140
H -0.808203 -0.687918 -1.639267 -0.017 0.100 0.229
F 1.061147 2.099494 2.110790 3.597 -1.707 -0.262
C -0.825453 -0.007578 -0.766726 0.251 0.156 -0.645
H 0.931646 1.363576 -0.769050 -0.079 -0.035 0.737
H -1.345743 0.906240 -1.101145 0.058 -0.184 0.098
N 1.594342 -0.537786 -0.544556 -2.078 0.484 1.053
O 1.317408 -1.701810 -0.906387 -0.167 -0.736 -0.204
O 2.750220 -0.274506 -0.155961 1.265 0.661 -0.144
C -1.647125 -0.660565 0.346747 0.078 -0.105 0.157
H -1.066773 -1.470798 0.807498 -0.152 0.136 -0.104
H -1.891603 0.071538 1.129644 0.067 -0.186 -0.136
H -2.584543 -1.085359 -0.049342 0.187 0.114 0.140
H 1.934639 1.586631 1.931652 -3.661 1.723 0.220

Let's list ΔE to the lowest compared entry with this formula, charge and spin in order: 0.000; 1.176; 0.553; 0.835 eV.